Entry 1:
Below is a molecular structure, C27H44AlBF5NO24P at a distorted geometry, with properties calculated with ωB97M-V with the def2-TZVPD basis set.

Geometry as XYZ:
```
104
Properties=species:S:1:pos:R:3:forces:R:3
C 5.69759 3.02570 4.77204 0.0 0.2 0.1
C 4.95821 3.92733 3.79365 0.3 -0.3 -0.2
O 4.04552 3.12634 3.03913 -0.2 0.2 0.2
B 2.82316 3.74614 2.77974 0.0 -0.2 -0.1
O 2.90403 4.92341 2.02185 0.4 0.3 0.7
Al 0.90180 3.01633 3.44584 0.0 0.0 -0.6
C -0.46404 4.47737 3.28186 -0.2 0.0 0.5
C -1.93636 4.13184 3.61530 0.7 0.4 -0.5
N -2.48922 4.89128 4.75541 -0.9 -1.0 0.2
C -2.29575 4.24372 6.05747 0.2 0.3 0.1
C -2.95677 2.88059 6.25040 0.0 -0.1 -0.1
C -3.66776 5.55193 4.49805 0.3 0.5 -0.1
C -4.82275 5.47789 5.47568 0.0 0.3 0.4
O -3.81924 6.19996 3.47512 -0.2 -0.2 -0.2
C 0.39166 1.28909 2.49871 0.0 0.0 0.2
O 1.60999 0.53154 2.31800 0.1 -0.1 0.3
C 1.47859 -0.81627 2.03122 0.0 0.2 0.0
O 2.10148 -1.10815 0.79399 -0.1 -0.2 0.1
C 3.30409 -1.83243 0.88659 0.2 -0.2 -0.2
C 3.12303 -3.28484 1.39142 0.2 0.3 -0.2
O 1.75142 -3.63756 1.23752 -0.1 -0.5 -0.1
P 1.21351 2.41352 5.76048 0.2 0.4 0.2
O 1.48446 3.54359 6.69425 0.0 -0.1 0.0
O 2.47792 1.36506 5.88279 -0.1 -0.1 0.2
O 0.01319 1.44544 6.34868 -0.1 -0.2 0.0
H 5.96012 2.08679 4.28035 0.0 0.1 0.0
H 6.61099 3.51730 5.12444 0.0 -0.1 0.0
H 5.07599 2.80536 5.64224 0.0 -0.1 -0.1
H 4.42936 4.70991 4.34787 0.0 0.0 -0.1
H 5.66704 4.41378 3.11230 -0.1 0.0 0.0
H 2.28976 5.56611 2.39627 -0.3 -0.2 -0.5
H -0.16717 5.26980 3.98497 0.1 0.0 -0.1
H -0.42436 4.94804 2.29169 0.1 -0.1 0.0
H -2.03571 3.06341 3.83384 -0.1 0.1 0.1
H -2.56928 4.34113 2.75199 0.0 0.0 0.1
H -2.65618 4.93563 6.82078 0.1 0.0 0.0
H -1.21534 4.16730 6.22274 -0.1 -0.1 0.0
H -2.41972 2.09241 5.72210 0.0 0.0 0.1
H -3.99334 2.87823 5.90153 0.0 0.1 0.1
H -2.94948 2.62409 7.31283 0.0 0.0 -0.1
H -5.41333 6.38904 5.37402 0.0 -0.1 -0.1
H -4.53461 5.36076 6.51901 0.0 0.0 -0.1
H -5.44400 4.62063 5.20208 0.0 0.1 0.0
H -0.08396 1.43425 1.51732 -0.1 0.0 0.0
H -0.30000 0.70383 3.12711 0.0 0.0 -0.1
H 0.42145 -1.10812 1.96235 0.1 0.1 -0.1
H 1.95372 -1.40375 2.83145 0.0 0.0 -0.1
H 3.71309 -1.86751 -0.12166 -0.2 0.1 0.1
H 4.05005 -1.32684 1.51213 -0.1 0.1 0.0
H 3.76424 -3.93501 0.78670 0.0 0.0 0.1
H 3.45373 -3.39499 2.42988 -0.3 0.0 0.0
H 1.69249 -4.57555 1.02689 0.2 0.1 0.2
H 2.18261 0.48245 5.62859 0.1 0.0 -0.2
H 0.19369 1.26883 7.28433 -0.1 0.1 0.0
C -0.68294 -2.16866 -1.40272 0.0 0.1 0.0
C -0.93215 -3.25819 -0.38049 0.0 0.2 -0.1
O -1.57628 -4.26649 -1.16256 0.2 -0.1 0.1
C -1.16970 -4.11991 -2.44078 -0.1 0.0 0.1
O -1.34327 -4.93160 -3.29785 -0.1 0.1 -0.2
O -0.55025 -2.94006 -2.61540 0.0 0.1 0.0
F -1.76781 -2.87074 0.60601 -0.1 0.0 -0.1
H -1.54682 -1.50853 -1.49027 0.0 0.0 0.0
H 0.21685 -1.59027 -1.21146 0.1 -0.1 -0.1
H -0.01635 -3.65369 0.04915 -0.1 0.0 0.2
C -3.93209 -3.32501 -5.99375 -0.1 -0.1 -0.1
C -2.44317 -3.06755 -6.00876 0.1 0.0 0.1
O -2.37853 -1.65171 -5.93780 0.0 -0.1 0.2
C -3.49703 -1.21141 -5.29466 0.0 0.0 -0.1
O -3.64817 -0.12543 -4.85730 0.0 0.0 0.0
O -4.41198 -2.21382 -5.22592 0.0 -0.1 0.0
F -1.85447 -3.47364 -7.16573 -0.1 0.1 -0.1
H -4.35536 -3.28234 -6.99807 0.1 0.0 0.0
H -4.20202 -4.26722 -5.52686 -0.1 0.1 0.1
H -1.89562 -3.49735 -5.16860 0.1 -0.1 -0.1
C 7.34255 -0.20817 -2.52727 0.1 0.0 0.0
C 6.07607 0.41765 -1.97845 -0.1 0.0 -0.1
O 5.43030 -0.69498 -1.38367 0.2 0.0 0.2
C 6.38814 -1.58565 -1.01167 0.0 0.0 0.0
O 6.22883 -2.48932 -0.26098 -0.1 -0.1 -0.1
O 7.56502 -1.28162 -1.60923 0.0 0.0 0.0
F 5.29387 0.92223 -2.95576 0.0 -0.1 0.0
H 7.16600 -0.60874 -3.52651 -0.1 0.0 0.0
H 8.19663 0.46201 -2.53947 0.0 -0.1 0.1
H 6.23095 1.18469 -1.21810 0.0 0.1 0.0
C -6.86991 -3.94185 -4.00508 0.1 0.1 0.0
C -7.10996 -4.96462 -2.91471 -0.1 0.0 -0.1
O -7.82619 -5.97370 -3.60256 0.2 -0.1 0.0
C -7.48108 -5.92059 -4.91654 -0.1 0.1 -0.1
O -7.71582 -6.76142 -5.71437 0.0 0.0 0.0
O -6.82147 -4.76359 -5.18152 0.0 0.0 0.2
F -7.87119 -4.48066 -1.90747 -0.1 0.0 -0.1
H -7.70826 -3.24870 -4.08184 0.0 0.0 0.1
H -5.94801 -3.38347 -3.88575 0.1 -0.1 -0.1
H -6.20367 -5.39973 -2.48966 0.0 0.0 0.1
C 0.27904 -0.78643 -7.76259 0.0 0.0 -0.1
C 1.27119 -1.58913 -8.57644 0.0 0.1 0.0
O 2.49467 -0.95056 -8.28257 0.1 -0.2 0.1
C 2.38371 -0.37181 -7.04808 -0.1 0.1 -0.1
O 3.29417 0.03436 -6.41406 0.1 0.1 0.0
O 1.08610 -0.34898 -6.66611 0.0 0.0 0.0
F 1.03416 -1.51418 -9.91094 0.0 0.1 0.0
H -0.07226 0.07966 -8.32620 0.0 0.0 -0.1
H -0.56662 -1.36326 -7.41350 0.1 0.0 0.2
H 1.34063 -2.64189 -8.29642 0.0 0.0 -0.1
```
Positions in Å, forces in eV/Å.

HOMO-LUMO gap = 6.44 eV
net charge = -1
highest occupied orbital energy = -4.934 eV
spin multiplicity = 1
molar mass = 930.390 g mol⁻¹
LUMO energy = 1.504 eV
E = -4023.99474 a.u.


Entry 2:
Below is 3 unconnected molecules or ions with the total composition C27H44ClNO9S2 at a distorted geometry, with properties calculated with ωB97M-V with the def2-TZVPD basis set.

Geometry as XYZ:
```
84
Properties=species:S:1:pos:R:3:forces:R:3
C 6.10136 3.06723 2.35202 -0.5 -0.4 -0.4
C 5.95221 1.54824 2.14203 0.5 1.0 0.7
O 4.56792 1.18422 2.08818 0.0 0.3 -0.6
C 4.36639 0.16837 1.18770 -0.3 1.6 -0.3
O 4.37471 -0.94679 1.55184 0.1 -2.3 0.7
C 4.09763 0.60299 -0.23408 0.5 -0.1 0.6
C 4.28645 -0.54336 -1.22215 -0.2 0.4 -1.0
C 3.11684 -0.78778 -2.18976 -0.2 -0.3 0.5
C 1.69809 -0.82110 -1.58891 0.7 0.1 -0.7
O 1.15104 0.50680 -1.69285 0.2 -0.3 0.8
C -0.19689 0.54628 -1.83767 -0.1 1.3 1.9
O -0.77972 -0.00193 -2.70027 -0.7 -1.5 -1.8
C -0.95209 1.40524 -0.84326 0.5 1.6 -0.5
C -1.96864 2.27979 -1.62450 -0.2 -0.9 0.4
C -3.32821 1.55546 -1.67982 0.4 0.3 -0.5
S -4.53738 2.25870 -0.53201 -0.4 0.2 0.2
C -5.39402 0.81602 0.13342 1.0 0.3 -0.6
S -4.50444 -0.48130 0.58147 -0.1 -0.4 -0.3
N -6.74836 0.97495 0.21059 0.0 -0.9 1.1
C -7.48588 -0.27759 0.39038 -0.8 0.0 0.6
C -7.61431 -0.72354 1.83986 0.0 -0.2 0.2
O -8.16767 0.27018 2.71010 0.3 0.1 -0.1
C -8.34326 1.51404 2.07752 -0.3 -0.1 -0.1
C -7.15734 1.97008 1.24403 0.0 0.5 -0.5
C 1.58916 -1.45166 -0.17854 -0.9 -0.6 0.0
Cl 1.07885 -0.28643 1.09667 0.3 0.0 -0.1
C 0.52659 -2.56589 -0.19085 -0.2 0.4 0.5
C 0.54183 -3.42914 1.07002 -0.4 0.2 -0.6
H 5.10291 3.49675 2.29915 0.0 0.2 0.2
H 6.56318 3.30156 3.30350 0.0 0.1 0.1
H 6.68760 3.50809 1.55111 0.1 0.1 0.0
H 6.50776 1.27314 1.24834 -0.2 -0.4 -0.1
H 6.40181 1.05313 3.00164 0.0 -0.4 -0.1
H 4.79076 1.42192 -0.41952 0.0 0.1 -0.2
H 3.10159 1.04246 -0.23500 -0.1 0.0 -0.1
H 5.14202 -0.28253 -1.84343 0.2 -0.2 -0.1
H 4.54296 -1.48569 -0.74975 0.0 0.1 0.4
H 3.28477 -1.75866 -2.65588 0.0 -0.1 -0.1
H 3.08035 -0.06600 -3.00012 0.1 0.2 0.0
H 1.11058 -1.45656 -2.24714 -0.2 0.0 -0.1
H -0.28001 2.08498 -0.32676 0.3 -0.3 0.2
H -1.45050 0.79809 -0.09300 0.0 -0.2 0.0
H -2.02968 3.26596 -1.17430 -0.2 0.1 0.1
H -1.60832 2.41010 -2.63942 0.0 0.1 -0.1
H -3.71754 1.61749 -2.69594 -0.3 0.1 0.1
H -3.15668 0.50675 -1.46963 -0.2 -0.1 0.2
H -8.48040 -0.11530 -0.01888 -0.1 0.1 -0.1
H -7.07576 -1.08486 -0.19160 0.4 0.0 -0.2
H -8.25327 -1.60875 1.88061 -0.2 0.0 -0.1
H -6.66390 -1.02442 2.26775 0.3 0.1 -0.1
H -8.49517 2.25008 2.86201 0.0 0.1 0.1
H -9.27138 1.49086 1.49776 0.1 0.1 -0.3
H -6.30420 2.14781 1.90099 -0.1 0.1 0.1
H -7.43206 2.90781 0.75743 0.1 0.1 0.0
H 2.50818 -1.91158 0.17190 0.4 0.4 -0.1
H -0.44822 -2.07409 -0.24986 -0.1 0.0 -0.2
H 0.63134 -3.17554 -1.08818 0.2 -0.1 0.0
H 1.40737 -4.08540 1.07614 0.1 -0.1 0.2
H 0.50258 -2.80521 1.95489 0.3 0.1 0.2
H -0.37670 -4.00993 1.08014 0.1 -0.4 0.0
O -7.46526 0.03977 -2.34968 -0.2 0.1 -0.4
C -6.99692 0.01502 -3.44967 0.1 -0.3 0.2
C -5.69207 -0.63604 -3.86329 0.1 0.4 -0.4
C -5.43612 -0.01138 -5.23077 0.2 -0.1 0.0
C -6.84864 0.27178 -5.71896 0.1 0.0 -0.2
O -7.60895 0.55671 -4.53255 0.1 0.0 0.1
H -5.84294 -1.71484 -3.92656 0.0 0.0 0.1
H -4.90365 -0.40748 -3.15119 -0.1 -0.2 0.2
H -4.86563 -0.64406 -5.90837 -0.1 0.0 0.0
H -4.89131 0.92691 -5.10913 0.0 0.0 0.0
H -7.29656 -0.59058 -6.21806 0.0 0.0 0.0
H -6.89492 1.12788 -6.38837 -0.2 0.0 0.1
O 8.78809 0.18501 1.70487 0.2 0.2 0.1
C 9.13441 -0.40459 2.68626 -0.1 -0.3 -0.3
C 8.59266 -1.72847 3.18696 0.0 0.1 0.6
C 9.10170 -1.76502 4.62461 -0.1 -0.2 0.0
C 10.37886 -0.94474 4.52959 0.0 -0.1 0.2
O 10.12613 0.02989 3.50267 -0.1 0.0 0.0
H 9.01550 -2.53144 2.58140 -0.1 0.0 -0.1
H 7.50694 -1.74712 3.13238 0.0 0.0 -0.3
H 9.26356 -2.76883 5.01323 0.1 0.0 0.0
H 8.38717 -1.26305 5.27917 0.0 0.0 0.0
H 11.23923 -1.54735 4.23004 0.0 0.0 0.0
H 10.61587 -0.43249 5.45931 0.1 0.2 -0.1
```
Positions in Å, forces in eV/Å.

HOMO-LUMO gap = 8.41 eV
net charge = 0
highest occupied orbital energy = -8.157 eV
SMILES string = CCOC(=O)CCC[C@H](OC(=O)CCCSC(=S)N1CCOCC1)[C@@H](Cl)CC.O=C1CCCO1.O=C1CCCO1
spin multiplicity = 1
molar mass = 626.234 g mol⁻¹
LUMO energy = 0.253 eV
E = -3043.66329 a.u.